[1]
C37H98NO15 | ωB97M-V/def2-TZVPD

Properties
Total charge: -1
Kohn-Sham gap, eV: 3.34

Geometry as XYZ:
```
151
Properties=species:S:1:pos:R:3:forces:R:3
O -4.64504 -4.29450 -1.89924 0.026 -0.191 0.130
O -9.30804 1.80144 1.07490 -0.098 -0.267 -0.029
O -7.23806 10.15930 -5.46046 0.023 0.262 -0.005
O -10.42306 -5.35568 -1.02511 0.090 -0.168 -0.085
O 10.38623 -9.70935 3.04751 -0.137 0.035 -0.076
O 12.84192 -7.61773 4.74753 -0.020 -0.139 -0.077
O -3.37579 -0.34560 -1.74991 0.089 -0.340 -0.130
O -8.29114 3.99295 -3.14841 -0.135 0.076 -0.161
O 1.94909 2.51139 -0.68643 0.079 -0.171 -0.077
O -2.44813 5.78018 -9.44178 -0.001 -0.084 -0.202
O 10.54666 -6.79729 -0.20742 -0.063 -0.133 -0.207
O 4.99788 0.22728 1.39441 0.007 0.052 -0.111
O 7.42530 1.19844 3.52075 -0.127 -0.082 -0.211
O 11.01887 -2.72846 0.27756 0.154 -0.031 0.153
O -5.39453 10.13706 -1.80167 0.252 0.213 -0.042
N -5.91552 4.76867 0.30265 0.010 -1.628 -0.443
C 8.18945 1.50996 5.79201 -0.040 -0.033 0.102
C -8.65244 1.36717 2.26326 -0.306 0.385 0.085
C 10.83567 -11.61336 4.46495 -0.045 -0.107 0.053
C 2.70682 2.83034 1.58329 0.025 -0.038 0.147
C -5.29276 9.05483 -0.87443 -0.465 0.004 -0.086
C -4.72313 4.55514 -0.28563 1.040 -0.109 -0.249
C -2.95753 -2.24593 -0.32688 0.081 -0.165 0.065
C 8.75292 -3.54612 0.07598 -0.046 -0.051 0.094
C 5.43770 -1.65910 2.82516 0.028 -0.201 0.123
C -3.64356 6.44532 -9.04498 0.320 0.112 0.303
C -3.38032 7.92198 -8.81871 -0.055 0.093 -0.055
C 10.82753 -11.06186 3.05185 0.193 0.248 0.313
C -6.01827 -3.93118 -1.78581 0.050 -0.217 -0.412
C -9.66519 1.17258 3.37708 -0.012 -0.121 0.079
C 9.64516 -2.36804 0.41342 -0.014 -0.203 -0.384
C -6.31654 7.98514 -1.19371 0.043 -0.120 0.124
C -9.48179 4.65160 -2.74418 0.525 0.023 0.205
C 11.51079 -7.21638 0.75533 -0.077 0.409 0.045
C 14.18165 -8.18835 6.67740 0.079 -0.062 0.021
C -2.77085 3.28640 -1.50520 -0.996 -0.867 2.135
C 8.39044 0.77627 4.48023 0.003 0.381 0.067
C 2.91317 2.09196 0.27412 -0.189 0.481 -0.117
C -9.22737 6.13210 -2.52209 -0.075 0.094 0.031
C -5.09103 2.16781 -0.98547 -1.355 3.450 1.511
C -4.17028 3.35565 -0.92762 -0.376 -1.474 -0.900
C -6.57379 9.07613 -4.80750 -0.256 -0.213 -0.296
C -11.28330 -4.79214 1.16112 -0.032 -0.041 0.111
C -1.78334 3.20580 -0.24879 0.363 0.293 -0.331
C -6.77194 3.70745 0.31846 1.594 -1.994 -1.598
C 13.91075 -7.17628 5.58083 -0.230 -0.159 0.301
C -6.91237 -5.10010 -2.15224 -0.102 0.007 0.068
C -6.37474 2.42299 -0.33681 0.417 0.360 0.012
C 5.44020 -1.12253 1.40739 0.160 0.290 0.364
C -2.92293 -1.69433 -1.73920 0.155 0.446 0.309
C -6.45034 7.89072 -5.74522 0.055 -0.073 0.005
C -10.05170 -4.96355 0.29260 -0.315 0.280 -0.112
C 11.30690 -6.48191 2.06579 0.062 -0.004 0.101
H -11.94846 -4.03205 0.74272 0.080 0.069 0.065
H -7.89882 2.10943 2.54328 0.105 -0.136 0.069
H 4.76637 -1.70518 0.77756 -0.028 0.178 -0.049
H -10.41857 0.43720 3.08540 0.078 -0.025 0.003
H 11.15920 -2.99937 -0.63725 -0.004 0.095 0.098
H 5.60605 0.73659 1.94738 -0.039 -0.154 -0.009
H -8.46787 6.28109 -1.75094 -0.086 -0.061 0.046
H 10.14755 -11.63610 2.42174 -0.025 0.170 -0.031
H -11.00832 -4.49646 2.17566 -0.053 0.031 -0.025
H -9.48350 -4.02943 0.23453 0.073 -0.024 0.188
H -4.48761 -4.55682 -2.81380 -0.029 0.025 0.114
H 9.48378 -2.04909 1.44383 0.184 -0.002 -0.028
H -5.43979 9.44469 0.13847 0.087 -0.143 0.081
H 9.43770 -1.51996 -0.24686 -0.153 0.049 0.106
H 7.53907 2.14751 3.39083 -0.037 -0.113 0.007
H 8.92787 -3.88240 -0.95018 -0.101 0.090 -0.031
H 11.40134 -5.40119 1.92185 0.098 -0.020 -0.018
H -8.11248 9.84841 -5.72110 0.122 0.022 0.031
H 10.99581 -9.20183 3.59767 0.008 -0.025 -0.171
H 8.27170 -0.29864 4.62209 -0.087 0.043 -0.156
H 15.00397 -7.86132 7.31683 -0.048 -0.032 0.026
H 7.69910 -3.28160 0.18291 0.011 -0.057 -0.063
H 2.79730 1.01975 0.42009 -0.038 0.074 -0.147
H 3.43754 2.51204 2.33084 -0.014 0.025 0.002
H -4.29399 8.44027 -8.52064 0.063 0.032 0.032
H -6.28528 10.49854 -1.73040 0.101 -0.080 -0.045
H 9.83724 -11.55619 4.90325 0.009 -0.049 -0.087
H -6.20978 -3.07543 -2.44130 -0.157 0.069 0.125
H -11.85123 -5.72371 1.20711 0.093 -0.004 0.024
H 11.50060 -11.02621 5.10474 0.086 -0.067 -0.059
H 4.43599 -1.60006 3.25553 0.003 -0.050 -0.103
H -5.93865 7.05858 -5.25722 -0.063 -0.026 -0.040
H -10.98984 -4.66357 -1.38526 0.084 -0.087 0.022
H -2.62592 8.06553 -8.04071 -0.113 -0.015 0.074
H 10.30260 -6.66548 2.45584 0.033 -0.115 -0.052
H 8.92079 1.18774 6.53600 -0.014 0.056 -0.005
H -6.24335 7.14899 -0.49368 -0.044 -0.042 -0.058
H -0.86629 2.58319 -0.46344 -0.825 0.633 -0.034
H -2.99281 8.38567 -9.72853 -0.085 -0.047 -0.011
H 11.39444 -8.29099 0.89825 -0.126 0.058 -0.120
H 14.43456 -9.15961 6.24733 0.058 0.076 -0.022
H -4.38091 6.30573 -9.83648 0.134 -0.116 -0.031
H 2.80105 3.91042 1.43732 0.078 -0.021 0.007
H 2.06084 3.45980 -0.81850 -0.169 -0.109 -0.008
H -4.81525 1.19742 -1.47617 -0.422 1.246 0.661
H 3.91492 2.27919 -0.12607 0.101 -0.171 0.151
H -6.72150 -5.42678 -3.17841 -0.068 0.089 -0.021
H -2.31929 -1.65250 0.33411 0.054 -0.016 -0.066
H -4.28317 8.64922 -0.94434 -0.013 0.147 -0.087
H -6.19696 -3.62306 -0.75500 0.189 0.018 -0.030
H 8.28630 2.58962 5.64988 0.108 -0.034 0.016
H -7.10673 1.57675 -0.30531 0.538 0.931 0.013
H 7.18623 1.32781 6.18207 0.059 -0.072 -0.019
H -7.63434 4.11056 -2.44609 -0.023 -0.200 -0.025
H -9.17796 0.83332 4.29404 -0.048 0.041 0.017
H 12.06115 -7.71958 5.30569 0.096 0.101 -0.035
H -9.85054 4.17807 -1.82698 -0.179 0.097 0.012
H -10.19423 2.10667 3.58599 0.096 0.015 0.065
H -5.58825 9.42367 -4.49962 -0.146 0.156 0.032
H -3.57531 -2.27256 -2.38966 -0.010 0.165 0.023
H 6.09448 -1.06300 3.46312 0.052 -0.034 -0.084
H -2.64952 2.29988 -2.02770 -0.355 0.689 0.260
H -8.14128 0.42935 2.04357 -0.036 0.089 -0.186
H -8.85040 6.59769 -3.43626 -0.063 -0.053 -0.018
H 9.39158 0.96385 4.07928 0.067 -0.129 0.099
H -1.80220 5.89665 -8.73534 -0.094 -0.064 -0.070
H -4.03237 5.44017 -0.28674 -0.668 -0.820 -0.034
H -10.14360 6.64500 -2.21667 0.034 0.037 0.018
H -2.61896 -3.28354 -0.30357 -0.035 0.020 0.040
H 12.03820 -6.80249 2.81071 -0.071 0.100 -0.067
H -9.40108 -5.73650 0.70315 -0.006 -0.032 -0.199
H -3.97024 -2.19694 0.07845 0.008 -0.046 -0.095
H 10.65971 -5.84820 -0.33658 -0.037 -0.104 0.080
H -7.33115 8.39486 -1.14535 0.009 0.034 0.086
H 12.51290 -7.02618 0.35510 0.089 -0.091 0.123
H -5.89404 8.16924 -6.64302 0.049 0.024 0.086
H -1.39137 4.21022 0.07410 -0.375 -0.796 -0.089
H -2.27386 2.71703 0.64478 0.393 0.461 -0.528
H 11.82908 -11.10755 2.61114 -0.006 -0.189 -0.027
H -2.78710 0.16483 -1.17706 -0.145 0.204 -0.170
H 8.97196 -4.39253 0.73087 -0.053 0.071 0.045
H -1.90682 -1.72945 -2.14913 0.031 -0.176 0.006
H 13.29260 -8.33438 7.29694 0.050 0.095 0.052
H -6.17252 7.60705 -2.20771 0.100 -0.054 0.084
H -10.22572 4.50693 -3.53020 0.097 -0.111 -0.024
H -7.96603 -4.82834 -2.06090 0.000 -0.098 -0.045
H -9.74948 2.63520 1.27365 0.100 -0.074 -0.069
H 11.16682 -12.65404 4.47722 0.016 0.033 0.057
H 1.70278 2.64723 1.97106 0.047 -0.051 -0.037
H 13.64659 -6.20329 6.00655 0.162 0.035 0.019
H -7.43763 7.55223 -6.07323 0.011 -0.081 0.099
H 14.79248 -7.04941 4.95225 -0.157 -0.011 -0.118
H -7.13906 8.80661 -3.91116 0.162 -0.081 0.058
H 6.44575 -1.16870 0.97371 0.013 -0.187 -0.019
H -6.71112 -5.95509 -1.50309 -0.034 0.076 0.044
H -4.02240 5.97339 -8.13305 -0.176 0.088 -0.027
H -7.76264 3.80125 0.81227 0.890 0.016 -0.475
H 5.77136 -2.69961 2.85121 -0.006 0.011 0.042
```
Positions in Å, forces in eV/Å.

These are the Mulliken partial charges, in e, on atoms 1 to 2: O -0.497; O -0.475

[2]
C30H80O10 | ωB97M-V/def2-TZVPD

Properties
ΔE to the lowest compared entry with this formula, charge and spin, eV: 11.858
Kohn-Sham gap, eV: 9.30

Geometry as XYZ:
```
120
Properties=species:S:1:pos:R:3:forces:R:3
O 0.85446 4.48995 2.74762 2.527 -5.583 6.447
O -1.45654 -4.85705 -1.56538 6.851 -3.239 2.467
O 1.41346 1.90895 2.31562 -9.030 0.712 -4.885
O 0.55946 4.66895 -2.90738 9.306 2.612 3.734
O -0.97654 -2.14005 -4.89438 3.272 -7.126 0.506
O -0.15954 -4.19705 4.47862 -0.401 -3.572 7.013
O 0.92346 0.41895 -1.46738 -8.230 -3.944 -4.586
O -0.09354 -0.22705 1.19762 10.431 -3.337 -0.936
O -0.07954 -1.64105 5.71062 1.164 -9.744 2.089
O 0.43846 -3.52005 -2.98838 -3.435 -6.136 -2.089
C -1.62554 -1.05005 -5.00738 -2.898 6.581 -1.298
C 2.62846 0.01795 2.85762 0.373 0.953 0.822
C -2.99954 -1.15605 -5.66138 0.979 1.264 -2.015
C -0.96454 -4.70205 2.31562 2.594 0.650 0.280
C -1.74554 0.94095 -0.04238 0.062 2.386 1.192
C -0.66054 4.58495 1.08162 -0.256 0.669 -1.107
C 1.05546 -2.61305 -2.32938 4.505 3.339 1.279
C -2.35854 -4.07405 -1.98138 -4.451 5.740 -2.331
C -1.07954 3.24595 -2.49638 -0.398 -0.435 0.202
C 1.97946 2.30595 -1.07038 0.171 1.971 0.867
C -2.89654 -4.50005 -3.33238 -2.113 -0.396 -0.055
C 1.99946 0.80595 -1.01538 8.486 4.462 3.751
C 1.45546 0.06995 5.97062 1.571 0.106 1.507
C -1.79654 -0.45605 -3.64738 0.178 0.085 0.183
C 3.69446 2.04395 2.17062 1.915 -3.122 0.015
C 2.53246 -3.10605 -2.20538 -1.253 0.533 1.254
C 0.02246 -0.38205 5.76662 -0.731 6.662 -1.097
C 0.44646 -2.28905 -0.98138 1.085 1.354 0.000
C -0.53654 0.07595 4.41262 1.474 1.538 -0.539
C -0.53054 4.30495 -3.37238 -7.502 -0.369 -2.580
C -0.26254 -3.72205 3.30662 -0.329 1.368 -6.301
C 0.51146 5.23295 1.78162 -2.060 3.647 -5.434
C 1.06746 -3.20905 2.89862 3.101 -0.407 -1.130
C 2.45546 1.51695 2.82962 8.266 -2.081 4.558
C -1.44754 5.52095 -3.49038 -1.728 -0.752 0.625
C 1.64446 5.32995 0.74562 0.732 0.839 -0.834
C -3.41954 -3.88505 -0.93238 -3.080 -0.552 0.992
C 3.30046 0.43795 -1.73538 -0.239 0.483 -1.089
C -2.16454 -0.99205 1.35262 0.724 0.026 -0.440
C -1.24754 0.19895 1.17962 -9.593 2.762 0.556
H -2.06954 -3.02405 -2.10038 0.945 0.208 -0.290
H 1.18846 -1.72005 -0.39938 -0.395 -0.004 -0.227
H -3.33854 -2.14805 -5.64538 -0.746 -1.449 0.307
H 2.55746 1.90695 3.86962 -0.092 -0.479 0.320
H 1.30046 2.83595 2.33762 -0.438 1.983 0.118
H 1.28146 5.45895 -0.30438 0.161 0.024 0.866
H 3.66446 -0.42105 -1.30838 1.133 -2.302 0.928
H -3.02554 -3.53405 0.07862 -0.379 -0.755 -1.416
H 2.30646 6.18095 0.97562 -0.009 -0.311 -0.125
H -3.05954 -0.80905 -6.72838 0.418 -0.401 0.784
H -2.05554 3.05895 -2.95038 -0.183 -0.657 0.731
H -1.11354 3.58995 -1.43238 -0.309 -0.214 -1.004
H -0.46454 3.95895 -4.37438 0.131 -1.043 -1.442
H -2.74754 1.42495 0.11862 1.103 -0.327 -0.105
H -0.34254 -5.58605 2.24562 -0.202 -0.633 0.363
H 0.97646 -2.52405 2.10562 -0.219 1.143 -1.205
H 1.93646 -0.45105 3.48362 -0.987 -0.612 1.196
H 0.52946 0.42595 1.53562 0.219 0.362 0.098
H -2.33054 5.32095 -4.09238 -0.188 -0.099 -0.067
H -2.16754 -1.31905 2.34462 -0.009 -0.592 1.676
H -1.36854 0.85595 2.00062 -0.769 1.046 1.331
H 2.58246 -3.52905 -1.21138 0.837 0.020 0.406
H -3.27454 -5.53405 -3.10438 0.379 0.605 -0.995
H -0.10054 -3.45805 5.08562 -0.079 -0.032 0.217
H 2.81046 -3.86405 -2.88838 -0.318 -0.906 -0.927
H 1.83246 2.67895 -2.06038 0.580 -0.219 -1.243
H -0.84654 -0.51605 -3.17938 0.943 0.370 0.781
H 1.59246 1.01595 5.55062 0.102 1.587 -1.005
H -3.77454 -3.87705 -3.63138 0.378 -0.417 0.358
H -0.04754 -3.14705 -3.69738 -1.114 0.472 -1.045
H 2.27146 4.40095 0.72162 -0.740 0.744 0.337
H 1.63046 -2.67305 3.68662 -0.779 -0.182 0.075
H 3.19346 -2.30605 -2.41238 0.902 0.871 0.525
H 4.05146 1.20095 -1.58338 0.117 0.261 0.139
H -0.56554 -4.39705 -1.69238 -1.438 -1.347 -0.195
H -3.97554 -4.86405 -0.86738 0.680 0.540 0.690
H 2.07946 0.47095 0.05962 0.664 0.367 -0.666
H -0.23754 -0.66105 3.67362 -0.489 -0.244 -0.145
H -0.39954 2.38595 -2.55538 -0.522 -0.058 0.075
H -3.14054 -0.76205 1.06662 -1.755 0.240 -0.482
H -1.11354 -2.72005 -5.64838 0.128 -0.059 -0.070
H 3.74746 3.03795 1.99562 -0.356 3.410 -0.545
H -2.19354 0.54095 -3.60438 0.093 0.595 -0.344
H 1.06146 4.96395 3.54062 0.300 0.120 0.541
H 0.26746 -3.12405 -0.34238 -0.308 -1.106 0.123
H 4.57846 1.82995 2.81762 -0.478 -0.086 -0.583
H -1.44354 4.42895 1.78262 -1.117 0.264 0.448
H -2.22854 -4.41505 -4.20138 0.255 -0.501 0.670
H 3.79746 1.51095 1.21462 0.333 0.222 0.088
H -0.74054 0.00895 6.47462 0.993 0.514 0.563
H 1.09646 -1.78405 -3.03938 0.078 1.159 0.862
H 0.42746 0.12795 -0.71438 -1.132 -0.615 0.255
H -0.91354 5.21295 0.20962 -0.483 -0.216 0.537
H -1.78854 -1.80905 0.75062 0.059 -0.163 -0.317
H 1.69846 0.32995 7.01862 -0.209 -0.757 -0.061
H 2.34146 -0.52405 5.55862 -1.735 0.150 0.499
H -1.58854 0.32395 4.40462 -0.296 -0.383 0.016
H -1.83654 0.21395 -0.73438 -0.798 -2.427 -2.873
H -0.97554 6.35895 -3.92038 0.947 0.961 -0.774
H -0.80854 -2.82405 3.28462 -1.607 1.373 0.100
H -4.30854 -3.21605 -1.19938 1.508 -0.329 0.005
H 3.61346 -0.02605 3.29262 0.413 -1.106 -0.073
H -1.96754 -4.89205 2.54062 -1.405 -0.511 0.807
H 0.01146 0.97795 4.08262 -0.517 -0.102 0.191
H 0.93146 5.39595 -3.40238 0.356 0.268 -0.067
H 3.29246 0.24595 -2.82238 -0.693 0.280 0.317
H -1.79154 5.85495 -2.51438 -0.051 -0.060 0.314
H -0.96954 -0.37305 -5.57138 -0.403 0.686 -0.319
H -0.95954 -4.36405 1.30462 0.059 0.822 -0.802
H -2.46754 -1.04705 -3.08038 -0.812 -0.890 0.660
H 2.49746 -0.49805 1.93862 0.503 -0.104 -1.222
H 0.53746 -2.06405 6.39462 -1.424 0.734 -1.221
H -1.00654 1.60695 -0.48938 -0.215 0.463 0.459
H 1.10246 2.78695 -0.66738 -0.550 -0.288 1.013
H -3.63454 -0.49605 -5.14038 -1.167 0.445 0.625
H 0.16946 6.15795 2.30662 0.157 0.407 -1.622
H -0.45854 -1.69605 -1.09138 -0.079 -0.099 0.100
H 1.85246 -3.91205 2.52262 -0.846 -0.244 0.330
H -0.48454 3.59595 0.67162 0.727 -0.214 0.047
H 2.83446 2.82395 -0.63938 0.200 -0.121 -0.009
```
Positions in Å, forces in eV/Å.

These are the Mulliken partial charges, in e, on atoms 1 to 2: O -0.435; O -0.723

[3]
C11H14BN7NiO | ωB97M-V/def2-TZVPD

Properties
ΔE to the lowest compared entry with this formula, charge and spin, eV: 0.000
Kohn-Sham gap (alpha / beta), eV: 9.56 / 8.16
Spin multiplicity: 3

Geometry as XYZ:
```
35
Properties=species:S:1:pos:R:3:forces:R:3
Ni 0.38384 0.06444 0.00866 -1.755 -0.870 0.407
O -0.02593 0.00015 4.14579 -0.012 -0.045 -1.790
N -1.40875 -0.26255 -2.44482 -0.192 0.105 -1.103
N 1.60936 -0.29680 -2.54474 0.756 -0.747 1.408
N -0.02191 -0.05904 1.74804 -0.082 0.014 2.254
N 0.61156 1.93923 -2.14933 0.256 0.569 1.587
N 0.33521 1.70547 -0.80947 -0.253 3.776 -1.386
N 1.47442 -0.70388 -1.22646 2.427 -1.932 -2.287
N -0.65050 0.24386 -3.48853 -0.582 -0.473 0.896
C 0.72922 3.25975 -2.35988 -0.151 -0.353 0.688
C -0.01831 -0.02442 2.95110 -0.015 0.012 0.878
C 3.13333 -1.88031 -2.18710 -0.335 0.143 0.191
C 0.22043 2.93289 -0.20693 0.551 -0.868 -1.888
C -2.56947 -0.65039 -3.00813 0.943 0.488 -0.488
C -2.56303 -0.39618 -4.40342 0.367 0.041 0.220
C 2.39839 -1.69371 -1.00748 -0.686 1.379 -1.580
C 2.60149 -0.99011 -3.11911 -0.222 0.080 0.632
C -2.13264 -2.85580 1.54492 -0.067 0.152 0.035
C 0.48960 3.93266 -1.15760 -0.074 -0.637 -0.101
C -1.31852 0.16165 -4.65678 -0.128 -0.025 0.396
B 0.75441 0.81372 -3.19097 -1.034 -0.525 0.504
H 3.95166 -2.55113 -2.34442 0.126 -0.195 -0.021
H 2.86628 -0.76290 -4.14403 0.017 -0.206 0.183
H -3.37901 -1.09703 -2.44241 0.313 0.123 0.130
H -0.03999 3.02189 0.83502 0.101 -0.138 0.005
H 2.46582 -2.18913 -0.05091 -0.007 0.124 -0.036
H -2.46065 -3.15354 2.55385 0.087 0.077 -0.451
H -1.11654 -3.23406 1.37065 -0.309 0.083 0.025
H -0.83750 0.51918 -5.56212 -0.276 -0.125 0.146
H -2.11540 -1.75636 1.48473 -0.022 -0.461 0.012
H 0.52825 4.99222 -1.00429 -0.077 0.153 0.065
H 1.26048 1.21050 -4.18358 0.201 0.135 -0.269
H 1.00311 3.60725 -3.35005 -0.173 0.055 0.275
H -2.81822 -3.25563 0.78084 0.275 0.110 0.357
H -3.34047 -0.59178 -5.12495 0.030 -0.019 0.108
```
Positions in Å, forces in eV/Å.

These are the natural (NBO) partial charges, in e, on atoms 1 to 2: Ni 1.454; O -0.565